Record 1
This record from the Open Molecules 2025 dataset describes a 3-piece molecular cluster, C6H19N2O2 overall. The level of theory is ωB97M-V/def2-TZVPD.

XYZ file:
```
29
Properties=species:S:1:pos:R:3:forces:R:3
C 0.600 2.501 -0.301 -0.8831 0.1202 1.2451
C -0.929 2.475 -0.257 0.2095 -0.6544 -0.8792
C -1.456 1.210 0.381 0.1082 0.0679 -0.2636
C -1.214 -0.009 -0.142 -0.2054 0.6683 1.1413
N -1.577 -1.168 0.491 0.2059 -0.6930 -0.5739
C -1.681 -2.445 -0.242 0.6256 0.7561 0.1434
C -0.406 -3.268 -0.115 0.0850 0.4072 0.5351
N 1.089 2.301 1.133 -0.5155 0.0570 -0.1068
H 0.945 3.489 -0.595 0.3429 -0.2831 -0.3978
H 0.963 1.644 -0.849 0.4691 0.2081 -0.3963
H -1.312 3.411 0.130 -0.1652 -0.0024 0.5183
H -1.252 2.474 -1.293 -0.0053 0.1878 -0.3404
H -2.100 1.279 1.241 -0.1059 0.0934 0.3146
H -0.617 -0.084 -1.044 -0.0933 -0.3550 -0.0781
H -2.142 -1.086 1.316 -0.1066 0.1610 0.0451
H -1.837 -2.182 -1.287 -0.3449 -0.2774 -0.1167
H -2.528 -2.990 0.159 -0.2133 -0.0726 -0.2242
H -0.381 -4.085 -0.832 0.0654 -0.1522 0.1376
H 0.459 -2.619 -0.254 0.0816 0.0711 -0.4684
H -0.287 -3.610 0.914 -0.1780 -0.4091 -0.1037
H 1.962 2.793 1.283 0.1676 -0.0228 0.2805
H 1.196 1.310 1.382 0.5819 -0.3839 -0.5043
H 0.376 2.609 1.788 -0.0008 0.5871 0.0801
H 2.514 -0.999 -1.921 -0.1492 0.5131 0.0426
H 1.175 -0.797 -2.537 -0.1127 0.2666 -0.0364
O 1.787 -0.350 -1.937 0.3048 -0.8311 -0.1030
H 2.853 -0.476 0.690 -0.0023 0.2013 0.0689
H 1.628 -1.067 1.360 0.0851 0.3815 0.1117
O 2.170 -0.259 1.337 -0.2511 -0.6105 -0.0718
```
Forces are in eV/Å.

HOMO level in eV: -11.1299
LUMO in eV: -2.8
HOMO-LUMO gap in eV: 8.32
Energy relative to the best compared isomer or geometry (same formula, charge and spin) in kcal/mol: 41.4
Total energy in eV: -13598.95019
Net charge: +1

Record 2
This record from the Open Molecules 2025 dataset describes a 2-piece molecular cluster, C9H17IO6 overall. The level of theory is ωB97M-V/def2-TZVPD.

XYZ file:
```
33
Properties=species:S:1:pos:R:3:forces:R:3
C -4.131 1.747 -1.329 0.6137 -0.1403 -0.8368
C -2.479 1.907 -1.134 -1.9622 0.3138 -0.2823
O -1.874 0.884 -2.009 1.8627 1.2672 2.1603
C -0.456 0.649 -1.648 -0.1739 -2.0412 -0.2619
O -0.283 -0.842 -1.647 -0.5199 2.0873 1.2050
C -0.671 -1.412 -0.348 -0.6599 -0.0105 0.1726
C 0.521 1.212 -2.836 -2.1364 0.5257 -0.6808
I 2.285 -0.087 -2.899 -0.0734 0.7115 -0.1217
O 0.804 2.653 -2.790 0.4599 -2.3656 1.6614
C 1.419 3.071 -1.523 -0.0179 1.8752 0.7357
H -4.533 0.733 -0.889 0.9360 2.0848 -0.8029
H -4.723 2.652 -0.882 1.2778 -1.7345 -0.7240
H -4.314 1.734 -2.503 0.3108 0.0210 2.5295
H -2.198 2.984 -1.527 -0.3196 -2.1006 1.0255
H -2.212 1.732 -0.004 -0.2818 0.4205 -2.2045
H -0.191 1.006 -0.567 -0.5541 -0.2703 -2.0798
H -0.043 -0.911 0.523 -1.4723 -1.1875 -1.8501
H -1.832 -1.222 -0.224 2.3425 -0.3934 0.1134
H -0.501 -2.584 -0.387 -0.1762 2.5997 -0.0111
H -0.063 1.024 -3.861 1.4471 0.5083 2.3702
H 2.371 2.470 -1.205 -1.9685 0.7729 -0.7285
H 0.601 3.125 -0.657 1.8361 -0.3823 -1.7678
H 1.770 4.200 -1.682 -0.7950 -2.5493 0.1649
C 2.957 -2.539 2.816 1.1381 0.0008 -0.2746
C 2.260 -3.412 3.808 0.4353 -0.8950 0.5724
O 1.041 -2.733 4.040 -0.3519 0.7017 -0.6855
C 0.805 -1.955 2.943 -2.0766 1.1260 -0.3285
O -0.240 -1.364 2.730 2.3342 -1.2917 0.6216
O 1.891 -1.926 2.116 -0.9499 0.0513 0.4175
H 3.593 -3.109 2.133 -0.1931 0.2045 -0.0222
H 3.559 -1.760 3.296 -0.0666 -0.0621 -0.0320
H 2.040 -4.407 3.407 0.0148 0.0956 0.0192
H 2.827 -3.521 4.737 -0.2600 0.0563 -0.0743
```
Forces are in eV/Å.

HOMO level in eV: -8.8023
LUMO in eV: 0.4
HOMO-LUMO gap in eV: 9.20
SMILES string: CCO[C@@H](OC)[C@H](I)OC.O=C1OCCO1
Total energy in eV: -29990.10568
Net charge: 0

Record 3
This record from the Open Molecules 2025 dataset describes C5H6O2 as an isolated structure. The level of theory is ωB97M-V/def2-TZVPD.

XYZ file:
```
13
Properties=species:S:1:pos:R:3:forces:R:3
O -0.771 1.060 0.374 0.3936 -0.2051 0.4131
C 0.640 1.113 0.151 0.6044 0.2232 0.3054
C 0.664 -0.410 -0.061 0.2907 -0.0435 0.0207
C 0.891 -1.138 1.248 0.1457 0.1091 0.3644
O 1.319 -0.606 2.241 -0.1830 -0.3594 -0.4524
C -0.789 -0.147 -0.370 0.0165 0.6969 0.0813
C -1.743 -0.131 -1.277 0.2911 0.4083 0.2867
H -2.001 0.931 -1.002 -1.8761 -1.2303 -1.7810
H 0.864 1.681 -0.764 0.0448 -0.1515 0.2159
H 1.140 1.499 1.029 0.3550 0.0093 -0.0055
H 1.271 -0.831 -0.865 -0.1111 -0.0700 0.0632
H 0.624 -2.212 1.240 0.0445 0.0294 0.0387
H -1.988 -0.845 -2.068 -0.0163 0.5836 0.4493
```
Forces are in eV/Å.

HOMO level in eV: -9.2767
LUMO in eV: 0.7
HOMO-LUMO gap in eV: 10.02
Energy relative to the best compared isomer or geometry (same formula, charge and spin) in kcal/mol: 77.5
Total energy in eV: -9373.73460
Net charge: 0

Record 4
This record from the Open Molecules 2025 dataset describes C32H54AsCl3MgN10O4 as an isolated structure. The level of theory is ωB97M-V/def2-TZVPD.

XYZ file:
```
105
Properties=species:S:1:pos:R:3:forces:R:3
Mg 0.347 0.123 1.418 -0.1628 -0.4804 -0.7469
C 1.801 -3.795 4.620 -0.6958 -0.6722 -0.4720
N 2.137 -2.457 4.195 0.0600 1.3590 -0.4391
C 3.516 -2.080 4.448 0.6869 0.1623 -0.9264
C 1.287 -1.599 3.609 1.1990 0.6222 -0.8783
O 1.623 -0.535 2.981 -0.5600 -1.8484 1.4821
C -0.168 -1.966 3.731 -0.7027 0.7684 -0.3855
O -0.910 -0.977 3.006 -0.7936 -0.0307 0.1045
C -1.861 -0.176 3.735 0.0755 -0.8072 0.1425
C -1.654 1.253 3.330 0.1700 0.6413 -1.6663
O -0.920 1.508 2.300 -1.1960 -0.1907 2.3576
N -2.330 2.143 4.063 0.9044 0.5543 -1.1295
C -2.095 3.575 3.923 0.3158 0.8965 -1.1500
C -3.275 1.863 5.116 -1.3323 -0.6358 0.8528
H 2.744 -4.360 4.696 -0.5427 0.1208 -0.0771
H 1.134 -4.269 3.859 0.6079 0.1206 0.7288
H 1.311 -3.787 5.591 -0.0449 -0.1688 0.1103
H 3.773 -2.280 5.492 -0.0929 0.1053 -0.1446
H 3.626 -1.018 4.202 0.1575 -0.3036 0.1887
H 4.182 -2.683 3.789 -0.3057 0.4511 0.4842
H -0.448 -1.934 4.786 -0.0063 -0.1937 0.0161
H -0.395 -2.950 3.318 0.0275 0.0284 0.0377
H -1.681 -0.234 4.816 0.0745 -0.2265 -0.1219
H -2.927 -0.493 3.581 0.9617 0.0865 -0.1768
H -1.144 3.756 3.396 -0.3968 -0.1454 0.2541
H -2.057 4.031 4.916 0.0482 -0.1266 -0.1765
H -2.899 4.072 3.330 0.4547 -0.4624 0.4632
H -4.046 1.095 4.867 0.7936 0.3731 -0.0546
H -3.879 2.792 5.297 0.7826 -0.8800 0.0048
H -2.744 1.545 6.034 -0.4191 0.3116 -0.2604
Cl 4.765 3.607 -0.041 0.0718 0.0292 -0.1531
C 4.192 2.775 1.377 -0.3064 -0.3958 0.4289
Cl 5.419 1.618 2.008 -0.4692 0.5773 -0.1368
Cl 3.656 3.965 2.629 0.3714 -0.7806 -0.5464
C 2.997 1.953 1.023 -3.9562 -1.0551 0.0607
N 1.939 1.444 0.890 4.2959 1.7256 0.4295
C 3.682 -1.447 -0.151 0.0721 0.7942 -0.0604
N 2.752 -2.269 -0.913 0.2670 0.4187 0.4179
C 3.051 -2.499 -2.328 -0.1998 -1.0015 -0.3791
C 1.555 -2.524 -0.313 -0.7356 -0.0348 -0.4674
O 0.981 -1.713 0.480 0.8521 0.0583 0.1743
N 0.949 -3.693 -0.609 0.0261 -0.5384 0.2862
C 1.552 -4.858 -1.275 0.3703 -0.2437 -0.2310
C -0.325 -3.968 0.017 -1.0970 0.2069 0.1645
H 4.740 -1.701 -0.340 -0.6108 -0.1808 -0.0144
H 3.448 -1.543 0.906 0.1829 -0.2088 0.1356
H 3.561 -0.368 -0.350 0.0782 -0.2721 -0.2874
H 3.435 -1.581 -2.783 0.0738 -0.0593 0.2109
H 2.126 -2.759 -2.905 0.8367 0.0663 0.6258
H 3.818 -3.315 -2.428 -0.7245 0.7831 -0.1478
H 2.636 -4.940 -1.057 -0.6137 0.2238 -0.1773
H 1.389 -4.828 -2.379 0.1240 -0.0739 0.8198
H 1.072 -5.768 -0.858 0.2647 0.5950 -0.3265
H -0.676 -2.991 0.416 -0.3263 -0.9709 -0.4728
H -0.283 -4.695 0.856 0.4741 0.3739 -0.3012
H -1.014 -4.450 -0.712 0.2694 0.6924 0.3311
C 0.771 0.381 -2.699 0.0104 -0.5232 -1.2021
C -0.570 0.132 -2.115 -1.4326 -0.2134 0.9177
N -0.902 0.287 -0.806 1.3599 -0.6433 -1.3718
C -2.226 -0.005 -0.710 -0.3675 0.2383 -0.2729
C -2.771 -0.257 -1.923 1.3125 -0.5319 -0.8405
N -1.692 -0.269 -2.848 -0.4165 0.5978 1.2083
C -1.776 -0.722 -4.268 1.3366 -0.6680 0.6969
N -1.380 -2.167 -4.423 0.6021 0.9217 -0.7507
N -0.029 -2.492 -4.549 -1.0636 -0.3269 1.0159
N 0.087 -3.775 -4.544 0.7218 1.1762 -1.1152
C -1.144 -4.347 -4.598 -0.6021 1.6144 0.7167
C -1.504 -5.658 -4.468 -0.7788 -1.6487 0.4077
C -2.804 -5.936 -4.105 -0.4183 -0.8441 0.1313
C -3.755 -4.934 -3.849 0.5050 1.0114 -0.9628
C -3.436 -3.604 -4.133 -0.8922 0.0965 0.6791
C -2.116 -3.327 -4.490 0.3987 0.0555 0.7801
H 1.481 0.432 -1.882 0.2258 -0.0255 0.0538
H 0.823 1.350 -3.267 -0.1485 -0.8801 0.4539
H 1.016 -0.484 -3.393 -0.0254 1.1321 0.7287
H -2.701 -0.024 0.246 -0.3983 0.2267 0.2545
H -3.780 -0.384 -2.230 -0.4412 -0.3525 -0.1761
H -1.037 -0.101 -4.812 -0.5731 -0.6005 -0.0064
H -2.790 -0.586 -4.658 0.3272 0.0165 0.2250
H -0.822 -6.487 -4.539 0.3849 0.0543 -0.2050
H -3.138 -6.979 -3.991 0.3898 0.5594 0.0118
H -4.729 -5.216 -3.484 -0.1485 0.1036 -0.0689
H -4.153 -2.782 -3.955 0.4122 -0.6398 -0.1365
C 1.695 4.662 -2.857 0.0387 -0.4461 -0.4249
C 0.273 4.858 -2.412 -2.1018 -0.5292 0.2427
As -0.190 4.005 -0.678 -0.0738 0.1999 0.2066
C 0.635 5.294 0.591 -0.1023 -0.0978 0.1681
C 0.208 6.777 0.458 0.3879 -0.6351 0.1958
C -2.132 4.538 -0.347 0.7838 -0.1978 -0.0525
C -2.931 4.858 -1.607 -0.1952 1.0707 0.4353
H 1.722 4.628 -3.954 0.2038 0.1527 0.2214
H 2.049 3.677 -2.511 0.2014 0.3439 -0.0156
H 2.355 5.457 -2.524 0.1565 -0.0723 0.1430
H -0.433 4.316 -3.103 0.6240 0.6770 0.4360
H -0.092 5.881 -2.307 0.3421 0.0919 -0.4958
H 1.737 5.203 0.455 -0.6399 0.0482 0.2365
H 0.370 4.846 1.582 0.3234 0.5297 -0.5612
H 0.733 7.229 -0.384 -0.4135 0.0098 -0.2074
H 0.544 7.334 1.317 0.2315 0.2015 0.4816
H -0.875 6.941 0.429 0.2720 -0.1405 -0.3782
H -2.128 5.368 0.380 -0.1446 -0.4351 -0.3065
H -2.492 3.624 0.132 -0.2352 0.1913 0.1064
H -2.590 5.838 -2.020 -0.2865 -0.8566 0.0208
H -4.018 4.941 -1.424 0.4773 0.0638 0.1519
H -2.827 4.068 -2.327 0.2114 -0.2348 -0.5814
```
Forces are in eV/Å.

HOMO level in eV: -11.9454
LUMO in eV: -4.6
HOMO-LUMO gap in eV: 7.35
Energy relative to the best compared isomer or geometry (same formula, charge and spin) in kcal/mol: 0.0
Total energy in eV: -160990.88160
Net charge: +2

Record 5
This record from the Open Molecules 2025 dataset describes a 2-piece molecular cluster, C3H8O3 overall. The level of theory is ωB97M-V/def2-TZVPD.

XYZ file:
```
14
Properties=species:S:1:pos:R:3:forces:R:3
C -2.382 -0.389 0.298 0.4635 -0.3118 0.2033
C 1.445 0.102 -0.034 -2.3701 2.9847 -0.9192
C 2.819 -0.143 0.005 3.8271 -1.3193 1.2799
H -3.398 0.392 -1.154 -0.0215 0.1029 0.2273
H -2.274 -0.186 1.362 -0.0286 -0.0084 0.0574
H -2.744 -1.423 0.193 0.0460 0.1877 -0.0377
H -1.389 -0.307 -0.162 -0.4126 -0.1660 0.0699
H 0.120 1.392 0.095 -0.6765 0.3910 -0.1369
H 2.658 -1.337 0.141 2.0506 2.6931 0.2570
H 3.235 0.041 -0.995 -0.1686 -0.2328 0.0999
H 3.458 0.622 0.693 -1.5483 -2.4899 -1.1324
O -3.287 0.563 -0.210 -0.3911 0.2159 -0.4814
O 0.665 -0.768 -0.266 -1.2655 -0.5973 0.1212
O 1.074 1.440 0.035 0.4957 -1.4497 0.3919
```
Forces are in eV/Å.

HOMO level in eV: -10.0616
LUMO in eV: 0.7
HOMO-LUMO gap in eV: 10.77
Energy relative to the best compared isomer or geometry (same formula, charge and spin) in kcal/mol: 41.3
SMILES string: CC(=O)O.CO
Total energy in eV: -9382.01304
Net charge: 0